No. 1
The following is a DFT calculation (ωB97M-V/def2-TZVPD) of C24H52AlBBrCl2F2KN3O13P2S2Si as an isolated structure in a non-equilibrium geometry.

Geometry as XYZ:
```
105
Properties=species:S:1:pos:R:3:forces:R:3
C -4.3245 2.6433 4.1136 0.3835 0.2418 0.0962
C -3.0200 1.9373 3.7681 0.5895 0.2461 -0.1007
C -1.8842 2.9511 3.4890 -0.7008 0.1930 0.5785
O -1.2866 2.8539 2.2115 -0.1235 -0.2045 -0.0281
C -0.5247 1.6753 2.0405 0.4980 0.2505 0.0006
Si -0.8735 1.0557 0.3035 -0.2650 0.7498 0.4009
Br 0.5807 1.9581 -1.0961 -0.0019 -0.0905 -0.1922
B -2.8327 1.2503 -0.2988 -0.5269 -0.3320 -0.0481
O -3.4595 0.2299 -1.0074 0.3545 -0.0360 0.3841
C -3.6368 2.4904 0.0610 0.6952 0.3495 -0.5751
C -2.9702 3.8475 -0.2231 -0.2828 0.1605 0.4969
H -4.7426 3.1515 3.2464 -0.2692 -0.2111 -0.1552
H -4.1100 3.4174 4.8544 -0.0566 -0.0128 0.2018
H -5.0547 1.9622 4.5372 -0.2042 -0.0507 -0.1333
H -3.1357 1.3258 2.8736 -0.1637 -0.1979 0.0068
H -2.6871 1.3000 4.5883 -0.1683 -0.2498 0.0157
H -2.3313 3.9410 3.5558 0.1617 0.2070 -0.3121
H -1.1258 2.9119 4.2760 0.2111 -0.1049 -0.0723
H 0.5367 1.9333 2.1306 0.1472 -0.1774 0.0384
H -0.7236 0.9139 2.7984 -0.1779 -0.0828 0.0218
H -0.4998 -0.4319 0.3431 0.6826 0.1722 0.0157
H -2.9431 -0.5947 -0.9862 -0.9284 0.5762 -1.2975
H -4.5734 2.4444 -0.4727 -0.6452 -0.0062 -0.1142
H -3.9491 2.4233 1.1076 -0.0983 -0.0551 0.0950
H -3.4085 4.5867 0.4436 -0.0655 0.1098 -0.0036
H -3.2013 4.1811 -1.2301 0.1375 -0.0689 -0.1839
H -1.8956 3.8688 -0.0417 0.1204 -0.0403 -0.1207
O -7.4919 1.8311 -0.6125 0.0333 0.0913 0.1217
S -7.2894 3.0198 0.2622 0.3233 -0.2243 -0.0226
O -6.6622 4.1130 -0.5335 0.0525 -0.0478 0.0800
O -6.3097 2.6294 1.3437 -0.0487 0.0273 0.1053
O -8.5590 3.4605 0.8671 0.0023 0.0300 0.0007
C 2.4129 4.2707 4.1871 -0.3644 -0.1225 -0.3046
C 3.1660 5.0114 5.0844 0.1021 0.1920 0.1949
C 2.6760 6.2175 5.5701 -0.0476 -0.0546 -0.0454
C 1.4294 6.6828 5.1633 0.0042 0.0311 0.0211
C 0.6745 5.9416 4.2647 -0.0546 0.0050 -0.0106
C 1.1676 4.7367 3.7756 0.1653 0.0878 0.1391
H 2.8232 3.3363 3.8189 0.2456 0.0280 0.1204
H 4.1335 4.6322 5.3884 -0.0150 -0.1230 -0.1358
H 3.2682 6.8001 6.2672 -0.0019 0.0147 0.0145
H 1.0481 7.6235 5.5450 -0.0082 0.0083 -0.0029
H -0.2965 6.3011 3.9438 -0.0073 0.0095 -0.0059
H 0.5803 4.1641 3.0690 -0.0225 0.0488 -0.0368
Al -1.8008 -1.6680 0.0126 0.2478 -1.2588 0.7353
C -4.9279 -3.8783 -5.8998 -0.1463 -0.0383 0.0254
C -5.0062 -2.5160 -5.2251 -0.0238 0.2868 0.2451
C -5.3402 -2.7189 -3.7273 0.2114 -0.0981 -0.3714
S -4.6692 -4.3563 -3.3251 0.1623 -0.0010 -0.4427
O -5.7480 -5.2575 -2.9945 0.0275 0.0437 0.2050
O -3.4979 -4.2941 -2.4678 -0.2118 0.2235 0.2563
C -4.0945 -4.7442 -4.9748 0.0067 -0.1434 -0.2614
H -4.4855 -3.8141 -6.8917 -0.0842 0.0905 -0.0398
H -5.9326 -4.2901 -6.0101 0.0205 -0.0537 -0.0453
H -4.0406 -2.0129 -5.3028 -0.0133 0.0341 -0.0600
H -5.7413 -1.8846 -5.7177 0.0261 0.0916 0.0495
H -4.8808 -1.9635 -3.0951 -0.0067 -0.0727 0.1188
H -6.4106 -2.7468 -3.5388 -0.0020 -0.1282 0.0475
H -4.2129 -5.8114 -5.1532 0.0237 -0.0382 0.1920
H -3.0401 -4.4701 -5.0134 0.0078 0.0055 0.0345
O 3.7437 -2.5181 1.7613 0.9573 -2.3362 -0.8436
P 4.8905 -1.7955 1.1340 -0.8311 4.4867 0.6637
N 5.7363 -1.0431 2.3800 0.2635 -0.0400 -0.1999
C 5.2624 0.2617 2.9169 -0.2681 -0.3478 -0.2341
C 6.0683 -1.9713 3.4484 -0.0344 -0.2352 -0.0166
N 4.0495 -0.7463 0.0453 -0.2486 -0.2194 -0.1959
C 4.0536 0.7062 0.1365 0.2829 0.1430 -0.1317
C 2.7681 -1.2505 -0.4054 -0.2399 0.0145 0.3502
N 6.2023 -1.9064 0.0718 -0.0038 -2.0221 0.1735
C 7.5966 -1.9715 0.5001 0.0514 0.0228 0.0615
C 5.9383 -2.4746 -1.2424 0.1015 0.1394 -0.1041
H 5.8372 0.5370 3.7939 0.0538 -0.0809 0.0270
H 4.2078 0.2320 3.2035 0.0255 -0.0485 0.0768
H 5.4384 1.0657 2.2179 0.0216 0.0993 0.1501
H 6.4149 -2.9326 3.0466 -0.0614 0.0103 0.0333
H 5.2151 -2.1783 4.1068 0.0206 -0.0021 0.0016
H 6.8837 -1.5569 4.0454 -0.0428 0.0893 -0.0056
H 3.5144 1.0688 1.0178 0.0861 0.1093 -0.0359
H 3.5710 1.1293 -0.7486 -0.0403 -0.1528 -0.0627
H 5.0679 1.1046 0.1506 -0.0059 -0.0465 0.2187
H 1.9673 -1.0528 0.3271 -0.0894 -0.0654 -0.1022
H 2.8066 -2.3265 -0.5669 -0.0534 -0.0356 0.1044
H 2.4868 -0.7884 -1.3579 0.1051 0.1865 0.0543
H 7.9070 -1.0109 0.9049 -0.0718 -0.0122 0.1399
H 8.2268 -2.1888 -0.3655 -0.1069 -0.0430 -0.0628
H 7.7843 -2.7447 1.2491 0.0520 -0.0009 -0.0044
H 6.1965 -1.7434 -2.0174 0.0187 -0.0581 -0.0520
H 4.8856 -2.7134 -1.3520 -0.0569 0.0427 -0.0105
H 6.5029 -3.3960 -1.4303 0.0335 0.0054 0.0986
Cl 2.9203 -5.0829 -0.0110 -0.0039 0.0795 -0.0588
C 2.0840 -5.7525 -1.4271 0.0161 0.0399 0.1918
C 2.9636 -5.7794 -2.6486 -0.1258 -0.3276 -0.0325
Cl 3.3282 -4.1162 -3.2342 -0.2408 -0.2669 1.1200
H 1.1874 -5.1613 -1.5973 -0.0104 0.0020 -0.0310
H 1.7889 -6.7717 -1.1821 0.0047 -0.0338 -0.0800
H 2.4598 -6.3004 -3.4608 -0.0412 0.0917 -0.0406
H 3.9119 -6.2718 -2.4543 0.0781 0.1417 0.0501
F 4.5624 2.4316 4.3114 -0.6203 -0.2473 0.6714
F 6.0998 2.8152 2.8698 0.8010 0.4686 -0.7434
K 3.8582 -3.5411 -5.8154 0.2199 0.3360 -1.0814
O -7.4270 -0.4016 -9.2332 -0.2057 -0.1937 -0.3586
P -6.2524 -1.3664 -9.1560 0.1292 -0.1151 0.0776
O -6.7725 -2.7254 -8.6997 -0.0980 0.1145 0.3722
O -5.2005 -0.8755 -8.1676 0.2415 -0.3712 -0.0204
O -5.6011 -1.4685 -10.5311 0.0294 0.3990 -0.0649
```
Forces are in eV/Å.

Values from the calculation:
gap between HOMO and LUMO = 1.18 eV
E_LUMO = 0.0530 Ha
net charge = -3
HOMO energy = 0.262 eV
2S+1 = 1

***

No. 2
The following is a DFT calculation (ωB97M-V/def2-TZVPD) of a 7-piece molecular cluster, C24H52NO12S6 overall in a non-equilibrium geometry.

Geometry as XYZ:
```
95
Properties=species:S:1:pos:R:3:forces:R:3
N 30.6380 2.8570 11.6480 1.4395 1.8447 -0.3251
H 31.3040 3.4580 12.2700 -1.7890 -1.8945 0.1387
H 30.6970 3.6360 10.8730 -1.2516 -2.4282 0.9315
H 29.6530 2.5500 12.0210 2.3712 1.5345 -0.7289
H 31.2090 2.0210 11.3690 -0.6454 1.1188 0.0057
C 33.4730 5.7730 14.5760 -0.7292 -1.3049 -0.6331
C 34.9780 5.5030 14.6830 1.3201 3.4292 0.4265
C 35.2130 4.1330 14.2020 3.5849 -2.8178 -1.9878
S 33.8170 3.2080 14.7670 -2.9010 -2.8213 -3.8724
O 34.1350 2.4330 15.9030 0.7356 -0.6479 1.7774
O 33.2120 2.4000 13.6110 1.4350 2.3324 2.0075
C 32.6670 4.5220 15.1670 0.3664 -0.6595 -0.9067
H 33.4040 5.9360 13.4890 -1.2041 -0.2311 0.2848
H 32.9860 6.5370 15.1290 0.5237 1.5283 0.2181
H 35.2110 5.3560 15.7010 0.5046 0.7979 1.6587
H 35.6890 6.4700 14.2710 -2.0467 -3.1176 0.9136
H 36.2120 3.5310 14.6430 -2.7510 1.8452 -0.9083
H 35.3120 3.9830 13.0820 -0.4775 0.3385 1.1596
H 32.6420 4.4940 16.3240 -0.3379 0.3892 -1.9950
H 31.6910 4.1890 14.5980 1.6959 1.0778 1.5472
C 35.0280 0.5540 9.3530 -3.0764 7.4869 -0.4031
C 35.7580 1.3570 8.3120 0.5132 2.7156 0.7298
C 34.9470 2.6440 8.1820 0.4905 2.3766 -2.3685
S 34.3860 3.0060 9.7800 -1.9185 -2.8917 -0.7393
O 32.9510 2.8010 9.7180 -1.0153 0.5422 0.7601
O 34.9420 4.2350 10.1690 0.8670 2.3699 1.6423
C 34.9910 1.5110 10.6280 3.4925 2.5185 -2.1277
H 35.5130 -0.1710 9.6190 5.5088 -8.2263 2.7381
H 34.0550 0.1530 9.0750 -0.2687 0.7223 -0.1304
H 35.6580 1.0180 7.3520 0.5895 -1.7852 -2.3100
H 36.8250 1.7420 8.5280 -1.5011 -1.5045 0.0273
H 34.0750 2.6200 7.4060 1.3875 -0.1047 1.6671
H 35.6040 3.5730 7.9280 -1.0686 -1.7336 0.1421
H 34.2720 1.2140 11.2950 -1.4261 -0.4181 2.1019
H 36.0650 1.9520 11.1300 -2.8234 -2.0699 -1.4218
C 32.1440 5.7740 8.1890 -1.1411 -0.7571 -0.7380
C 30.7260 6.0780 7.8150 -0.0128 0.9834 -2.5063
C 30.3360 5.1230 6.5940 4.7034 -2.3452 4.7573
S 31.9260 4.7240 5.7320 0.7054 -0.7936 1.7490
O 31.8730 5.2870 4.4150 0.1861 -0.0116 -0.1364
O 32.4470 3.3570 5.9520 -1.5511 1.2410 -0.6568
C 32.8950 5.5990 6.9320 -0.0227 2.4105 -0.9219
H 32.0860 4.8700 8.6020 0.0459 -3.8896 2.3258
H 32.4790 6.4100 8.9460 1.0986 1.3469 0.7143
H 30.8110 7.1330 7.4580 -0.9384 -0.5238 0.0217
H 30.0580 6.0010 8.6580 -0.3748 -0.1042 0.0931
H 29.7130 5.4630 5.9330 -3.6523 1.9745 -3.6709
H 30.1000 4.1290 6.9750 -0.6294 0.1078 0.1473
H 32.9810 6.6150 6.6750 0.0510 1.6173 -1.5806
H 33.8950 5.3130 6.8660 1.5073 -1.3035 0.5215
C 26.0180 3.2970 7.6350 1.9588 2.1164 1.3561
C 25.6020 4.6230 8.4250 -1.7995 -4.8549 2.0516
C 26.2540 4.7000 9.7280 1.0271 -1.5826 6.6746
S 27.0600 3.1540 10.0020 5.1957 1.4992 -2.0723
O 26.9090 2.5730 11.2890 -0.4687 -0.6285 1.2678
O 28.4540 3.3940 9.5400 -0.8823 -0.6495 0.6375
C 26.3010 2.2760 8.7630 -2.4349 -1.3050 -2.3060
H 26.9140 3.5670 7.0280 -0.4558 -0.6059 0.4858
H 25.2090 3.1340 6.9750 -0.7383 -0.9404 -0.5547
H 24.5980 4.3940 8.8260 -0.3265 0.8574 -1.5437
H 25.7470 5.3850 7.8190 -0.0123 3.9106 -2.5228
H 25.6200 4.2910 10.7610 0.2309 2.6890 -2.6528
H 27.0330 5.4220 10.1680 -1.4469 -0.6909 -1.1788
H 25.2650 2.0630 9.1640 1.1418 -0.6385 -0.3049
H 26.9040 1.3940 8.4110 -0.7832 0.7542 0.7907
C 30.9410 9.4170 11.2520 -2.4837 -1.8414 0.5775
C 29.7160 8.7620 10.4550 -1.6067 3.1641 4.2374
C 29.0170 7.7440 11.4680 0.0648 0.7565 -3.0448
S 30.3810 7.1430 12.4090 1.6269 -0.1694 -1.4632
O 30.8620 5.8630 11.9460 -0.6103 -0.8168 0.1377
O 30.0340 7.4330 13.7470 -0.4841 -0.4720 2.4132
C 31.6850 8.2760 12.0110 -7.0145 4.6726 5.8613
H 30.4720 10.1250 11.9560 0.8387 0.1987 -0.5966
H 31.6010 9.7160 10.5030 1.0035 1.6954 -0.7896
H 30.0330 8.3220 9.6330 1.7961 -2.7353 -3.6378
H 29.0830 9.5970 9.9930 0.3268 -1.1098 1.2881
H 28.6240 6.8950 10.8700 0.0307 0.4391 0.6921
H 28.2400 8.2270 12.0720 0.4766 -0.3618 0.0766
H 32.4600 8.1040 11.5170 6.3962 -2.9345 -4.1920
H 31.9710 8.6800 13.0580 -0.2207 -0.7537 -1.6959
C 25.8530 4.4520 15.3050 4.3553 -1.3799 -1.3610
C 26.8060 5.3200 16.1230 1.1376 -3.3473 1.5651
C 27.8670 5.9070 15.2630 -0.9144 -1.0684 -0.9310
S 28.0300 4.6180 14.0400 1.8912 -4.0413 1.2656
O 29.2870 3.8480 14.1850 -0.6302 1.6053 -0.3313
O 27.6350 5.0810 12.7730 -0.4504 1.4987 -2.7591
C 26.7940 3.4270 14.5950 -0.8505 1.0462 0.9654
H 25.2460 4.8380 14.5630 -0.7949 1.9574 -1.5892
H 25.1980 3.9960 15.8830 -2.8548 -2.3083 3.1260
H 27.2850 4.6600 17.0380 -1.4238 1.7325 -2.2640
H 26.1880 6.0470 16.4320 -1.6617 2.8680 2.1697
H 28.8160 5.9400 15.6610 2.0027 0.3676 1.2295
H 27.5940 6.8690 14.8760 -0.0674 0.2118 -0.7015
H 27.2140 2.6530 15.2420 0.2899 0.5875 0.2723
H 26.3320 2.8730 13.7950 0.0555 0.3438 -0.7874
```
Forces are in eV/Å.

Values from the calculation:
gap between HOMO and LUMO = 10.41 eV
E_LUMO = -0.0662 Ha
net charge = +1
HOMO energy = -12.206 eV
2S+1 = 1

***

No. 3
The following is a DFT calculation (ωB97M-V/def2-TZVPD) of C24H53Cl2N10O2Pr as an isolated structure in a non-equilibrium geometry.

Geometry as XYZ:
```
92
Properties=species:S:1:pos:R:3:forces:R:3
Pr -0.1109 -0.2042 -0.0139 0.5411 0.2879 1.6320
C 2.6863 1.8892 -2.9464 -0.3112 1.7593 0.7738
N 1.3116 2.0133 -3.4741 1.0640 -0.3625 0.4007
C 1.2013 2.7199 -4.7456 0.6166 -0.0233 0.4923
C 0.2320 1.7501 -2.7515 1.8034 0.7931 2.6981
N 0.2555 1.7840 -1.3733 -1.1381 -0.2272 0.0126
C 0.5457 3.0248 -0.5541 0.0510 0.4828 -1.9424
C -0.4008 3.1203 0.6502 1.2645 -0.1886 1.0770
N -0.2409 1.9915 1.6709 -0.1541 -0.1945 -0.9102
C -1.4728 1.9566 2.5532 0.2046 0.4734 -0.6641
C -2.0632 0.5780 2.7367 0.0228 -1.4980 -1.5890
N -2.3560 -0.0804 1.3869 1.5904 1.1272 0.0593
C -3.5320 -0.5757 1.0878 -1.5516 -0.7247 3.8345
N -4.1127 -0.4257 -0.0891 0.0963 0.7493 -2.1037
C -3.8101 0.7900 -0.8810 -0.3974 -1.4761 1.9914
C -4.9386 -1.4423 -0.7356 1.0708 -1.1435 1.2508
N -4.3407 -1.1864 2.0519 0.1637 0.3486 -0.5261
C -3.8280 -1.6800 3.3211 0.3484 -0.7992 -0.3541
C -5.8012 -1.3527 1.9548 0.0055 0.1833 -1.0855
C 1.0508 2.1050 2.4313 -0.9863 0.2889 1.5863
C 2.3106 1.3765 2.0613 1.7285 0.0961 -1.7287
N 2.1248 -0.0467 1.7218 -0.2190 0.5611 0.7404
C 3.0895 -0.8667 2.1349 -1.2014 0.0705 -0.7985
N 4.3721 -0.4684 2.1981 0.2777 -0.3474 -0.1780
C 4.9839 0.5501 1.3584 0.0996 2.0706 0.1931
C 5.3706 -1.1330 3.0078 2.0277 0.4832 -0.1374
N 2.7451 -2.1427 2.5744 -0.2761 0.4807 -0.1871
C 1.5073 -2.1871 3.3682 -0.0518 -1.1631 -0.6833
C 3.2176 -3.3590 1.8712 0.5909 1.4434 0.9727
N -0.8498 1.4100 -3.4409 -1.5433 -0.0084 0.3095
C -0.7663 0.4974 -4.5426 -0.9493 -0.4965 -1.2403
C -2.1074 2.1286 -3.2769 -1.5070 0.0701 0.8378
H 3.3362 1.2616 -3.5594 -0.3976 -0.1789 0.0444
H 2.6543 1.5853 -1.8760 0.0612 -0.0593 -0.9871
H 3.1000 2.9340 -2.9904 -0.0337 -0.9429 0.2130
H 1.8873 3.5763 -4.5742 -0.7640 -0.0827 -0.7772
H 1.5975 2.0978 -5.5483 -0.1643 0.1676 -0.2176
H 0.1457 2.9868 -4.8968 0.6684 0.1769 -0.2262
H 1.6334 3.1791 -0.3081 -0.9736 -0.3446 0.0028
H 0.2551 3.8881 -1.2263 0.4845 -0.5733 0.8397
H -0.1854 4.0742 1.1904 -0.2360 -0.4074 -0.4577
H -1.4323 3.1465 0.2972 0.0995 -0.1814 0.0067
H -1.2207 2.3387 3.5611 -0.2855 0.2141 -0.5480
H -2.2391 2.5895 2.0267 0.6638 -0.4366 0.9087
H -1.3990 -0.0843 3.3141 0.1544 0.3342 -0.1184
H -2.9877 0.6063 3.2869 -0.3028 0.5746 0.3466
H -4.7445 1.3241 -0.8902 -0.1256 0.7694 -0.4677
H -3.0203 1.2861 -0.3072 -0.2530 0.2991 -0.5950
H -3.5191 0.4379 -1.8357 0.3927 0.1654 -1.0829
H -6.0208 -1.2585 -0.6016 0.6213 -0.1436 -0.6159
H -4.5897 -1.5710 -1.7674 -0.4788 0.2270 0.0952
H -4.6128 -2.3728 -0.1780 -0.9084 0.6280 -0.9108
H -2.8579 -1.2617 3.4948 0.1676 -0.2114 0.3988
H -4.5110 -1.4520 4.1484 0.2703 0.1321 -0.2618
H -3.7015 -2.7676 3.2630 -0.1392 0.0244 0.1724
H -6.3215 -0.3772 1.8171 0.3041 -0.6705 0.2639
H -6.1149 -2.0351 1.1390 0.1809 0.4677 0.6799
H -6.0772 -1.8574 2.8619 -0.5027 0.2024 0.3709
H 1.3730 3.1278 2.3778 -0.1068 0.9498 0.2549
H 0.8769 1.9029 3.5397 -0.2332 0.0681 -1.4389
H 2.9008 1.9236 1.2357 -1.2555 -0.5420 0.7280
H 2.9978 1.5957 2.9195 -0.5075 -0.7138 -0.3404
H 5.9876 0.2753 1.0468 0.1440 -0.3604 0.3879
H 4.5091 0.8123 0.4130 -0.6807 -0.6127 0.1891
H 5.0636 1.5538 1.8996 0.0707 -1.3305 -0.4615
H 5.0052 -1.7683 3.8019 -0.4454 -0.0300 -0.0885
H 6.0413 -1.7130 2.3267 -0.3930 0.1900 0.6795
H 6.0243 -0.3289 3.4699 -0.7514 -0.9294 -0.4003
H 1.2939 -1.1807 3.6811 -0.2620 0.2081 0.1893
H 0.6365 -2.6131 2.8068 0.5076 0.4094 0.1674
H 1.6265 -2.8291 4.2503 0.1880 0.1020 -0.1807
H 2.5491 -3.7177 1.1232 -0.7530 -0.0865 -0.4962
H 4.1498 -3.0970 1.4015 0.3588 0.0404 -0.3673
H 3.4459 -4.1215 2.5820 -0.0199 -0.6253 0.5792
H -1.1025 0.9820 -5.4676 0.1527 -0.1053 0.0006
H 0.2347 0.1180 -4.6920 0.1665 -0.0652 0.1955
H -1.4580 -0.3615 -4.3808 0.4692 0.5810 -0.1088
H -2.4351 2.2297 -2.2163 0.7039 -0.0999 -0.7470
H -2.1522 3.1612 -3.6811 0.5306 -0.5959 -0.1669
H -2.9187 1.5522 -3.7644 0.5354 0.3015 0.1217
Cl -1.1240 -3.0958 0.3040 -0.3442 -0.4358 -1.5492
C -1.2138 -3.4749 -1.5454 1.7680 0.2534 1.3253
Cl -1.5327 -2.0101 -2.4570 -0.1298 -0.1359 0.1471
H -1.9972 -4.1618 -1.6986 -0.9754 -0.6489 0.0710
H -0.2319 -3.9407 -1.7932 -0.7304 0.7357 0.1474
C 2.6563 -2.4930 -3.3234 -1.0470 1.1302 0.7331
O 1.8101 -1.3495 -2.7727 0.8272 -1.4820 -0.5708
C 1.3465 -1.4114 -1.5110 0.2502 1.4133 -1.5544
O 1.8481 -2.1151 -0.6623 0.0708 -0.9659 0.9293
H 3.2563 -2.0358 -4.0972 -0.0426 -0.1379 -0.1821
H 1.9403 -3.2192 -3.6754 -0.1047 -0.0983 -0.5552
H 3.2647 -3.0054 -2.5974 0.2547 0.3516 0.5516
```
Forces are in eV/Å.

Values from the calculation:
gap between HOMO and LUMO (spin up / spin down) = 8.34 / 8.37 eV
E_LUMO (spin up / spin down) = -0.1740 / -0.1723 Ha
net charge = +2
HOMO energy (spin up / spin down) = -13.074 / -13.057 eV
2S+1 = 3
<S²> = 2.01

***

no.,E (Ha)
1,-8417.6401
2,-4291.7901
3,-3081.1537